# 1
{
  "formula": "C2F3IOS",
  "method": "the ωB97M-V functional and the def2-TZVPD basis",
  "total_charge": 0,
  "spin_multiplicity": 3,
  "homo_lumo_gap_ev": [8.03, 6.31],
  "e_above_lowest_kj_mol": 10.10,
  "homo_energy_ev": [-8.766, -8.991],
  "s_squared": 2.01,
  "energy_ev": -31206.722,
  "elements": ["C", "C", "O", "F", "F", "F", "S", "I"],
  "positions_angstrom": [[-0.1638, -1.0005, 0.2940], [0.3087, 0.4397, -0.1333], [0.0486, -2.0231, -0.1782], [1.5648, 0.7659, -0.3361], [-0.1581, 1.2284, 0.8415], [-0.3102, 0.6824, -1.2553], [-3.0727, 0.5664, 1.1902], [-4.6523, -0.2291, -0.3456]],
  "forces_ev_per_angstrom": [[-0.020, 1.303, 1.134], [-0.495, 0.052, 0.837], [0.632, -1.628, -1.040], [1.079, -0.621, 0.380], [0.146, 0.507, -0.034], [-1.199, 0.422, -1.262], [-0.595, -0.278, -0.464], [0.451, 0.242, 0.449]],
  "mulliken_spin": [0.5881, 0.1618, 0.2091, 0.0154, -0.0027, 0.0131, 0.8465, 0.1687]
}



# 2
{
  "formula": "C5H7NOS2",
  "method": "the ωB97M-V functional and the def2-TZVPD basis",
  "total_charge": 0,
  "homo_lumo_gap_ev": 9.57,
  "e_above_lowest_kj_mol": 70.29,
  "homo_energy_ev": -8.959,
  "energy_ev": -30505.203,
  "elements": ["C", "C", "C", "C", "C", "N", "O", "S", "S", "H", "H", "H", "H", "H", "H", "H"],
  "positions_angstrom": [[-0.7446, -0.9842, -0.2464], [0.3763, -1.8746, 0.3284], [0.5194, 0.9881, 0.5380], [1.8806, 0.3722, 0.5523], [-1.4719, 1.1210, -0.8018], [-0.4654, 0.3562, -0.2288], [-1.8101, -1.4135, -0.5850], [2.0229, -1.3519, -0.0038], [1.7966, 1.7305, -0.5856], [0.2901, -2.0015, 1.3962], [0.2956, -2.9724, -0.1417], [0.2358, 1.5124, 1.5544], [2.4535, 0.6456, 1.4730], [-2.5855, 0.9226, -0.4083], [-1.2629, 2.1632, -0.9435], [-1.5304, 0.7865, -1.8975]],
  "forces_ev_per_angstrom": [[1.642, -0.570, 1.726], [-0.927, -2.447, -1.230], [1.113, 0.753, 1.282], [0.143, -0.638, 1.201], [-4.110, -0.032, -3.068], [-0.232, -0.907, 1.137], [-0.602, -0.508, -0.708], [1.108, 0.958, -0.361], [-0.147, 0.765, 0.319], [-0.513, 0.011, 0.371], [-0.022, 2.515, 0.979], [0.287, -0.731, -2.396], [-0.406, -0.596, -0.908], [2.609, 0.575, -0.439], [0.339, 0.558, 0.788], [-0.279, 0.294, 1.307]],
  "nbo_charge": [0.6900, -0.6665, -0.1066, -0.5022, -0.4263, -0.4895, -0.5754, 0.2751, 0.1504, 0.2383, 0.2720, 0.2378, 0.2448, 0.2209, 0.2210, 0.2162]
}



# 3
{
  "formula": "C22H26Br2N3O3PbSb",
  "method": "the ωB97M-V functional and the def2-TZVPD basis",
  "total_charge": 2,
  "homo_lumo_gap_ev": 6.91,
  "e_above_lowest_kj_mol": 46.15,
  "homo_energy_ev": -13.451,
  "energy_ev": -185701.843,
  "elements": ["Pb", "C", "C", "C", "C", "C", "C", "Br", "C", "C", "Br", "C", "O", "C", "N", "H", "H", "H", "H", "H", "H", "O", "N", "N", "O", "C", "C", "C", "C", "C", "C", "H", "H", "H", "H", "H", "C", "C", "Sb", "C", "C", "C", "C", "H", "H", "H", "H", "H", "H", "H", "H", "H", "H", "H", "H", "H", "H", "H"],
  "positions_angstrom": [[-0.6397, 0.5432, -2.5026], [-2.4740, 3.6156, -2.8117], [-1.0383, 3.8704, -2.4807], [-0.5372, 5.1837, -2.4902], [0.7809, 5.4164, -2.2134], [1.6375, 4.3453, -1.8789], [3.0173, 4.4804, -1.5952], [3.8452, 6.1759, -1.6553], [3.7698, 3.3795, -1.2922], [3.1788, 2.1108, -1.2389], [4.2494, 0.6157, -0.8356], [1.8335, 1.9111, -1.4871], [1.2539, 0.7035, -1.4000], [1.0673, 3.0528, -1.8467], [-0.2452, 2.8495, -2.1850], [-3.1176, 4.1560, -2.1164], [-2.7293, 2.5571, -2.7528], [-2.7060, 3.9820, -3.8123], [-1.2086, 5.9967, -2.7293], [1.1741, 6.4232, -2.2531], [4.8285, 3.4772, -1.0963], [-1.3415, -0.2944, -0.2698], [-1.9967, -1.4333, -0.4540], [-1.2261, -2.4276, -0.3889], [0.0432, -2.2842, -0.1547], [-1.7558, -3.7479, -0.5662], [-0.8593, -4.7934, -0.7596], [-1.3567, -6.0672, -0.9658], [-2.7269, -6.2889, -0.9649], [-3.6108, -5.2369, -0.7511], [-3.1339, -3.9561, -0.5540], [0.2022, -4.5930, -0.7641], [-0.6759, -6.8902, -1.1319], [-3.1062, -7.2882, -1.1300], [-4.6753, -5.4240, -0.7313], [-3.8075, -3.1280, -0.3886], [-0.7600, -2.8472, 2.9907], [-1.0107, -1.3750, 2.6811], [0.3733, -0.5215, 1.2499], [0.2216, 1.6375, 1.5334], [-0.1320, 1.9755, 2.9719], [2.3005, -1.5134, 1.3931], [3.1614, -0.8531, 2.4575], [-1.5883, -3.2319, 3.5859], [0.1490, -2.9827, 3.5765], [-0.6859, -3.4626, 2.0937], [-0.9080, -0.7680, 3.5812], [-2.0035, -1.2033, 2.2643], [-0.5340, 1.9617, 0.8199], [1.1895, 2.0392, 1.2391], [-1.1222, 1.6150, 3.2472], [-0.1348, 3.0613, 3.0810], [0.6019, 1.5847, 3.6780], [2.7299, -1.4718, 0.3945], [2.0389, -2.5406, 1.6440], [3.3170, 0.2064, 2.2588], [4.1430, -1.3297, 2.4507], [2.7402, -0.9734, 3.4561]],
  "forces_ev_per_angstrom": [[0.406, 0.105, 0.163], [0.023, 0.015, -0.008], [0.038, -0.042, -0.046], [0.069, 0.043, 0.041], [-0.190, -0.010, -0.065], [-0.033, -0.165, -0.014], [0.169, 0.111, 0.042], [-0.067, -0.155, 0.018], [0.058, 0.196, -0.025], [-0.356, -0.310, 0.012], [0.063, 0.107, -0.003], [0.349, 0.137, 0.077], [-0.625, -0.173, -0.153], [0.182, 0.150, -0.001], [-0.201, -0.127, 0.145], [-0.010, -0.022, 0.005], [-0.047, 0.010, -0.021], [-0.005, -0.031, -0.005], [0.015, 0.005, -0.019], [0.033, -0.009, 0.034], [-0.008, 0.009, 0.005], [0.589, 0.294, 0.376], [-0.120, -0.006, -0.167], [0.132, 0.137, 0.042], [-0.020, 0.387, 0.168], [-0.226, -0.754, -0.052], [0.111, 0.355, 0.007], [-0.084, -0.064, -0.006], [0.050, 0.002, 0.007], [0.020, -0.104, -0.011], [0.126, 0.312, 0.049], [0.013, -0.074, -0.006], [0.024, 0.021, 0.009], [-0.022, 0.009, 0.021], [-0.006, 0.048, -0.019], [-0.054, -0.034, 0.015], [0.029, 0.008, -0.016], [0.492, 0.058, -0.232], [-0.655, -0.527, -0.022], [0.291, -0.503, -0.294], [-0.022, -0.046, 0.024], [-0.407, 0.369, 0.006], [-0.007, 0.019, -0.054], [0.017, -0.008, 0.008], [0.019, -0.018, -0.035], [-0.003, -0.013, 0.027], [-0.074, 0.064, -0.041], [0.011, 0.100, 0.007], [0.008, -0.008, -0.025], [0.015, 0.027, -0.068], [0.022, 0.000, 0.032], [-0.002, -0.015, 0.010], [-0.035, 0.003, 0.036], [-0.061, 0.023, 0.011], [-0.098, 0.006, -0.076], [0.048, 0.049, 0.012], [-0.012, 0.018, 0.060], [0.026, 0.018, 0.015]],
  "nbo_charge": [1.5457, -0.6526, 0.2993, -0.2644, -0.0466, -0.1280, -0.0520, 0.1411, -0.2348, -0.1425, 0.1153, 0.3079, -0.9140, 0.1003, -0.6126, 0.2637, 0.2007, 0.2637, 0.2521, 0.2585, 0.2642, -0.6707, 0.1254, 0.2279, -0.5481, 0.1038, -0.2114, -0.1901, -0.1440, -0.1866, -0.2137, 0.2463, 0.2444, 0.2438, 0.2449, 0.2448, -0.6344, -0.7545, 1.9785, -0.6901, -0.6420, -0.6784, -0.6509, 0.2503, 0.2241, 0.2122, 0.2529, 0.2457, 0.2394, 0.2444, 0.2247, 0.2556, 0.2236, 0.2640, 0.2495, 0.2226, 0.2595, 0.2218]
}



# 4
{
  "formula": "C4H11NO3",
  "method": "the ωB97M-V functional and the def2-TZVPD basis",
  "total_charge": 0,
  "homo_lumo_gap_ev": 10.30,
  "e_above_lowest_kj_mol": 137.03,
  "homo_energy_ev": -9.821,
  "energy_ev": -11958.689,
  "elements": ["C", "C", "C", "C", "N", "O", "O", "O", "H", "H", "H", "H", "H", "H", "H", "H", "H", "H", "H"],
  "positions_angstrom": [[0.5243, 0.4017, 0.6514], [-0.4912, -0.2612, -0.3830], [-0.0604, 1.5965, 1.3976], [0.1569, -0.3123, -1.8366], [-0.8886, -1.6116, -0.0315], [0.9413, -0.5347, 1.6391], [1.7180, 0.8824, -0.0169], [-1.6876, 0.4806, -0.4903], [1.1668, -1.3507, 1.1686], [2.1668, 0.1627, -0.4834], [-2.3584, -0.1992, -0.6753], [-0.1605, -2.3195, 0.0063], [-1.2844, -1.6369, 0.9135], [-0.9351, 1.3051, 1.9880], [0.6823, 2.0162, 2.0856], [-0.3379, 2.3993, 0.7079], [0.5056, 0.6493, -2.2273], [-0.6217, -0.6175, -2.5454], [0.9636, -1.0500, -1.8682]],
  "forces_ev_per_angstrom": [[0.854, 0.513, 0.103], [1.117, -0.085, -1.758], [0.117, 0.194, 0.021], [-0.717, -0.132, 0.534], [-0.412, -0.533, 0.702], [-0.367, -0.005, -0.499], [-0.821, -0.029, 0.330], [-0.085, -0.159, 0.537], [0.034, 0.160, 0.348], [-0.286, 0.123, 0.186], [0.161, 0.393, -0.050], [0.081, 0.285, -0.522], [0.063, 0.286, -0.325], [0.130, -0.023, -0.275], [0.025, -0.325, -0.178], [-0.059, -0.322, 0.021], [0.051, -0.118, 0.606], [0.068, -0.283, 0.339], [0.046, 0.060, -0.121]],
  "nbo_charge": [0.4705, 0.3546, -0.6327, -0.6399, -0.8645, -0.7070, -0.7238, -0.7153, 0.4529, 0.4636, 0.4834, 0.3588, 0.3759, 0.2227, 0.2268, 0.2308, 0.2359, 0.2210, 0.1862]
}